No. 1
Molecular formula: C34H39BeBrI2N2O2P
Method: DFT, ωB97M-V with the def2-TZVPD basis set

Element x y z (Å)
Be: -0.45 -0.14 0.55
C: -3.96 0.09 -1.96
C: -2.66 0.66 -2.42
N: -2.55 1.10 -3.65
C: -1.40 1.65 -4.09
C: -0.31 1.83 -3.29
C: 0.95 2.48 -3.80
O: 1.27 3.68 -3.10
C: -0.38 1.35 -1.96
C: 0.70 1.55 -1.04
N: 0.80 0.91 0.08
C: 1.81 1.23 1.01
C: 3.11 1.55 0.65
C: 4.06 1.83 1.62
C: 3.73 1.79 2.96
C: 2.43 1.47 3.35
C: 1.49 1.20 2.37
I: -0.52 0.80 2.88
C: -1.55 0.70 -1.53
O: -1.66 0.15 -0.34
H: -4.63 -0.02 -2.81
H: -4.42 0.76 -1.23
H: -3.82 -0.88 -1.47
H: -1.39 1.95 -5.13
H: 0.86 2.66 -4.88
H: 1.80 1.82 -3.65
H: 0.66 4.37 -3.37
H: 1.42 2.34 -1.27
H: 3.38 1.55 -0.40
H: 5.07 2.08 1.31
H: 4.47 2.00 3.72
H: 2.15 1.44 4.39
Br: 1.61 4.49 0.50
C: 0.35 5.91 0.39
C: 0.83 7.21 0.45
C: -0.06 8.27 0.38
C: -1.42 8.04 0.26
C: -1.90 6.74 0.20
C: -1.01 5.67 0.26
I: -1.78 3.72 0.13
H: 1.89 7.39 0.55
H: 0.32 9.29 0.42
H: -2.11 8.86 0.20
H: -2.96 6.56 0.11
C: 2.72 -2.52 1.19
C: 1.38 -3.05 1.69
C: 1.43 -4.57 1.85
C: 1.09 -2.43 3.07
P: 0.01 -2.41 0.55
C: -1.51 -3.24 1.14
C: -1.73 -4.61 1.05
C: -2.91 -5.17 1.50
C: -3.90 -4.36 2.05
C: -3.70 -2.99 2.14
C: -2.51 -2.44 1.68
C: 0.27 -3.05 -1.21
C: 0.89 -4.44 -1.36
C: 1.21 -2.06 -1.92
C: -1.10 -3.02 -1.90
H: 3.48 -2.68 1.96
H: 2.69 -1.45 0.98
H: 3.06 -3.04 0.29
H: 2.28 -4.81 2.50
H: 1.57 -5.09 0.91
H: 0.53 -4.94 2.34
H: 1.67 -2.96 3.83
H: 0.03 -2.52 3.34
H: 1.38 -1.39 3.10
H: -0.97 -5.26 0.63
H: -3.07 -6.24 1.42
H: -4.83 -4.80 2.39
H: -4.46 -2.36 2.56
H: -2.38 -1.37 1.74
H: 1.92 -4.47 -1.02
H: 0.89 -4.69 -2.43
H: 0.32 -5.22 -0.86
H: 2.16 -1.96 -1.40
H: 0.75 -1.08 -1.99
H: 1.41 -2.40 -2.93
H: -1.71 -3.88 -1.62
H: -0.97 -3.04 -2.98
H: -1.66 -2.12 -1.65

Output
frontier orbital gap	7.44	eV
LUMO energy	-3.394	eV
2S+1	1
HOMO energy	-10.830	eV
total charge	+1

The molecule's Löwdin atomic charges, reported in e, are given here: -0.09, 0.00, -0.26, 0.14, -0.08, -0.14, -0.19, -0.07, -0.15, -0.08, 0.02, -0.38, -0.06, -0.06, -0.05, -0.12, -0.56, 1.26, -0.31, -0.14, 0.09, 0.09, 0.07, 0.12, 0.13, 0.13, 0.10, 0.09, 0.13, 0.12, 0.12, 0.11, 0.86, -0.70, -0.13, -0.07, -0.07, -0.15, -0.71, 1.07, 0.10, 0.11, 0.11, 0.10, -0.08, -0.66, -0.08, -0.11, 1.20, -0.35, -0.09, -0.06, -0.06, -0.06, -0.11, -0.65, -0.08, -0.08, -0.07, 0.10, 0.06, 0.07, 0.10, 0.06, 0.08, 0.10, 0.07, 0.02, 0.09, 0.11, 0.11, 0.11, 0.04, 0.07, 0.10, 0.07, 0.07, 0.06, 0.10, 0.09, 0.10, 0.06


No. 2
Molecular formula: C50H58F6N5O6S2ScSi
Method: DFT, ωB97M-V with the def2-TZVPD basis set

Element x y z (Å)
Sc: -0.14 -0.10 -0.58
F: -4.51 -0.77 -3.46
C: -3.38 -0.25 -3.00
F: -3.52 0.04 -1.70
F: -3.12 0.88 -3.66
S: -1.98 -1.41 -3.26
O: -0.92 -0.81 -2.41
O: -1.59 -1.35 -4.65
N: -2.62 -2.70 -2.72
S: -1.96 -4.20 -2.90
O: -0.24 -2.11 0.02
O: -0.70 -4.21 -3.67
C: -3.22 -4.82 -4.15
F: -4.45 -4.40 -3.89
F: -3.20 -6.16 -4.08
F: -2.89 -4.45 -5.39
C: 2.67 4.63 2.80
C: 2.55 4.46 1.28
C: 1.50 5.39 0.72
C: 1.85 6.67 0.32
C: 0.88 7.58 -0.08
C: -0.44 7.21 -0.03
C: -0.84 5.93 0.37
C: -2.33 5.67 0.44
C: -2.98 6.28 1.68
C: 0.15 4.99 0.70
N: -0.11 3.62 0.91
C: -1.02 3.24 1.72
C: -1.39 1.87 2.00
C: -1.95 1.55 3.23
C: -1.82 0.17 3.40
C: -1.21 -0.29 2.25
N: -0.96 0.71 1.35
H: 3.44 3.97 3.21
H: 1.72 4.38 3.28
H: 2.92 5.66 3.06
H: 2.28 3.43 1.06
H: 3.51 4.69 0.81
H: 2.90 6.96 0.34
H: 1.17 8.58 -0.39
H: -1.21 7.92 -0.32
H: -2.54 4.60 0.39
H: -2.80 6.12 -0.44
H: -2.54 5.88 2.60
H: -4.05 6.07 1.71
H: -2.84 7.36 1.70
H: -1.55 3.96 2.35
H: -2.34 2.27 3.94
H: -2.12 -0.43 4.24
H: -0.91 -1.30 2.04
C: -5.46 -3.81 -0.56
C: -4.96 -2.61 -0.09
C: -3.63 -2.50 0.30
C: -2.77 -3.60 0.22
C: -3.29 -4.80 -0.25
C: -4.62 -4.91 -0.63
Si: -0.96 -3.39 0.69
C: -0.11 -5.03 0.37
C: -0.42 -6.08 1.24
C: 0.13 -7.35 1.08
C: 1.01 -7.58 0.03
C: 1.34 -6.55 -0.84
C: 0.78 -5.30 -0.66
H: -6.49 -3.89 -0.87
H: -5.61 -1.74 -0.02
H: -3.27 -1.54 0.65
H: -2.65 -5.68 -0.33
H: -5.00 -5.86 -1.00
H: -0.90 -3.28 2.19
H: -1.11 -5.91 2.07
H: -0.13 -8.14 1.76
H: 1.44 -8.57 -0.11
H: 2.02 -6.74 -1.66
H: 1.01 -4.51 -1.38
C: 1.30 -2.48 6.58
C: 1.60 -2.00 5.19
C: 1.96 -2.89 4.19
C: 2.24 -2.46 2.90
C: 2.64 -3.48 1.86
C: 2.10 -1.09 2.60
C: 2.29 -0.71 1.22
O: 1.81 0.27 0.64
C: 1.74 -0.17 3.61
C: 1.65 1.31 3.35
C: 1.52 -0.64 4.88
H: 1.43 -3.56 6.66
H: 0.27 -2.24 6.84
H: 1.94 -1.99 7.31
H: 2.03 -3.95 4.41
H: 2.63 -4.48 2.29
H: 3.64 -3.28 1.47
H: 1.95 -3.47 1.01
H: 2.93 -1.38 0.63
H: 1.01 1.54 2.50
H: 2.64 1.71 3.13
H: 1.27 1.82 4.23
H: 1.24 0.06 5.66
C: 3.22 -2.96 -2.00
C: 2.16 -1.97 -2.40
N: 1.60 -2.13 -3.60
O: 1.88 -1.02 -1.65
H: 3.77 -3.34 -2.86
H: 2.75 -3.80 -1.49
H: 3.91 -2.49 -1.30
H: 1.65 -3.04 -4.04
H: 0.73 -1.65 -3.77
C: 3.17 3.58 -3.45
N: 2.99 2.19 -2.97
C: 3.01 2.14 -1.48
C: 1.74 1.51 -3.53
C: 0.48 2.19 -3.09
C: -0.01 3.19 -3.93
C: -1.19 3.85 -3.62
C: -1.87 3.47 -2.47
C: -1.35 2.49 -1.64
C: -0.16 1.79 -1.91
H: 4.11 3.96 -3.07
H: 2.34 4.17 -3.07
H: 3.16 3.59 -4.54
H: 3.78 1.64 -3.30
H: 2.15 2.71 -1.13
H: 3.94 2.58 -1.13
H: 2.91 1.11 -1.16
H: 1.80 0.49 -3.17
H: 1.87 1.53 -4.62
H: 0.51 3.44 -4.85
H: -1.59 4.61 -4.27
H: -2.81 3.94 -2.23
H: -1.94 2.22 -0.77

Output
frontier orbital gap	6.62	eV
LUMO energy	-0.510	eV
2S+1	1
HOMO energy	-7.125	eV
total charge	0

Results of the Löwdin charge analysis, in e, for atoms 1 through 99: 1.10, 0.16, -0.67, 0.14, 0.15, 0.62, -0.41, -0.26, -0.37, 0.97, -0.41, -0.47, -0.74, 0.12, 0.10, 0.13, -0.09, -0.22, -0.19, -0.06, -0.09, -0.06, -0.16, -0.22, -0.09, -0.17, 0.12, -0.12, -0.32, -0.06, -0.08, -0.21, -0.02, 0.06, 0.07, 0.08, 0.08, 0.10, 0.11, 0.10, 0.11, 0.09, 0.11, 0.06, 0.07, 0.07, 0.12, 0.10, 0.09, 0.02, -0.09, -0.09, -0.10, -0.27, -0.16, -0.10, 0.47, -0.28, -0.11, -0.09, -0.09, -0.08, -0.12, 0.10, 0.10, 0.09, 0.09, 0.11, 0.04, 0.10, 0.10, 0.10, 0.10, 0.07, -0.04, -0.24, 0.00, -0.19, -0.03, -0.10, -0.15, -0.07, -0.18, -0.02, 0.00, 0.08, 0.09, 0.08, 0.12, 0.09, 0.09, 0.05, 0.12, 0.05, 0.09, 0.09, 0.13, 0.03, -0.53


No. 3
Molecular formula: C10H20P
Method: DFT, ωB97M-V with the def2-TZVPD basis set

Element x y z (Å)
C: -1.65 -1.08 0.56
C: -1.20 0.03 0.06
C: -1.59 -3.61 1.02
C: -1.06 2.43 -0.24
C: 2.78 2.80 1.17
C: 0.70 -1.10 -2.02
C: -2.21 -2.24 1.23
C: -1.79 1.15 -0.71
C: 3.03 2.87 -0.08
C: 1.51 -1.04 -0.74
P: 0.35 -0.91 0.70
H: -0.48 -3.49 0.99
H: -1.94 -4.19 0.13
H: -1.86 -4.20 1.84
H: -1.04 3.16 -1.04
H: -0.07 2.20 0.19
H: -1.69 2.83 0.61
H: 1.92 3.26 1.66
H: 3.42 2.24 1.85
H: 0.83 0.18 1.46
H: 0.41 -0.20 -2.47
H: 1.37 -1.53 -2.81
H: -0.27 -1.66 -1.82
H: -2.30 -1.94 2.32
H: -3.29 -2.09 0.91
H: -1.50 0.96 -1.71
H: -2.92 1.27 -0.53
H: 2.43 3.55 -0.75
H: 3.85 2.30 -0.50
H: 2.10 -0.06 -0.67
H: 2.13 -1.89 -0.62

Output
frontier orbital gap	9.29	eV
LUMO energy	-3.975	eV
2S+1	1
HOMO energy	-13.266	eV
total charge	+1

The molecule's Löwdin atomic charges, reported in e, are given here: -0.15, -0.29, -0.08, -0.08, -0.12, -0.15, -0.26, -0.19, -0.11, -0.38, 1.12, 0.06, 0.11, 0.05, 0.08, 0.04, 0.10, 0.06, 0.06, 0.00, 0.05, 0.10, 0.09, 0.15, 0.16, 0.09, 0.16, 0.08, 0.05, 0.10, 0.06


No. 4
Molecular formula: C14H13F3N2
Method: DFT, ωB97M-V with the def2-TZVPD basis set

Element x y z (Å)
F: -6.28 0.06 -0.95
C: -5.53 0.58 0.04
F: -6.12 0.21 1.19
F: -5.69 1.92 -0.05
C: -4.10 0.17 -0.05
C: -3.36 0.49 -1.18
N: -2.10 0.16 -1.33
C: -1.48 -0.52 -0.35
N: -0.19 -0.80 -0.59
H: 0.16 -0.52 -1.49
C: 0.68 -1.56 0.28
C: 2.11 -1.56 -0.25
C: 2.87 -0.27 -0.08
C: 4.26 -0.30 -0.18
C: 5.01 0.86 -0.05
C: 4.38 2.06 0.20
C: 3.00 2.10 0.31
C: 2.25 0.95 0.17
H: 1.18 1.01 0.25
H: 2.50 3.04 0.50
H: 4.96 2.97 0.31
H: 6.08 0.81 -0.13
H: 4.76 -1.24 -0.38
H: 2.10 -1.82 -1.32
H: 2.67 -2.35 0.26
H: 0.33 -2.60 0.34
H: 0.67 -1.14 1.29
C: -2.15 -0.90 0.83
C: -3.47 -0.55 0.97
H: -4.02 -0.82 1.86
H: -1.65 -1.46 1.59
H: -3.80 1.04 -1.99

Output
frontier orbital gap	9.20	eV
structure (SMILES)	FC(F)(F)c1ccc(NCCc2ccccc2)nc1
LUMO energy	0.717	eV
2S+1	1
HOMO energy	-8.484	eV
total charge	0

The molecule's Löwdin atomic charges, reported in e, are given here: 0.13, -0.59, 0.13, 0.13, -0.12, -0.08, 0.12, -0.33, 0.03, 0.14, -0.21, -0.14, -0.23, -0.05, -0.09, -0.10, -0.08, -0.04, 0.10, 0.10, 0.10, 0.10, 0.11, 0.13, 0.12, 0.12, 0.12, 0.00, 0.00, 0.12, 0.10, 0.13


No. 5
Molecular formula: C16H48O8S8
Method: DFT, ωB97M-V with the def2-TZVPD basis set

Element x y z (Å)
C: 17.16 10.59 8.83
S: 17.44 9.20 7.83
O: 17.66 9.75 6.43
C: 19.01 8.70 8.44
H: 18.02 11.24 9.06
H: 16.73 10.28 9.80
H: 16.46 11.18 8.22
H: 19.77 9.36 8.02
H: 19.16 7.65 8.13
H: 19.04 8.70 9.55
C: 13.08 6.65 11.80
S: 14.52 6.24 11.04
O: 14.23 5.58 9.75
C: 15.23 7.83 10.89
H: 13.22 7.27 12.70
H: 12.71 5.68 12.18
H: 12.39 7.11 11.10
H: 16.24 7.77 10.42
H: 15.28 8.20 11.94
H: 14.62 8.52 10.32
C: 17.85 11.45 12.89
S: 17.81 9.74 13.04
O: 18.05 9.20 11.58
C: 19.24 9.45 13.99
H: 16.86 11.81 12.57
H: 18.69 11.87 12.33
H: 17.90 11.81 13.93
H: 19.42 8.35 14.07
H: 19.11 9.84 15.03
H: 20.07 9.90 13.50
C: 12.06 6.85 7.38
S: 11.74 8.55 7.81
O: 12.01 8.66 9.27
C: 13.13 9.23 6.99
H: 11.21 6.29 7.73
H: 13.02 6.53 7.86
H: 12.10 6.67 6.27
H: 13.42 10.17 7.46
H: 12.82 9.46 5.98
H: 13.97 8.53 6.94
C: 9.10 9.01 10.80
S: 8.19 7.53 10.95
O: 6.78 7.81 10.47
C: 9.04 6.73 9.59
H: 10.16 8.81 10.83
H: 8.85 9.61 11.72
H: 8.80 9.60 9.93
H: 10.10 6.69 9.82
H: 8.95 7.28 8.64
H: 8.50 5.81 9.46
C: 12.29 14.31 6.29
S: 11.21 12.93 6.18
O: 11.63 11.92 7.18
C: 9.75 13.79 6.79
H: 13.29 13.88 6.23
H: 12.11 14.84 7.23
H: 12.07 14.98 5.44
H: 9.78 13.69 7.88
H: 8.87 13.21 6.52
H: 9.67 14.79 6.44
C: 12.13 10.93 11.72
S: 13.58 11.87 11.33
O: 14.70 11.21 12.03
C: 13.67 11.44 9.61
H: 12.16 9.88 11.39
H: 11.28 11.41 11.20
H: 11.97 11.12 12.78
H: 14.45 11.95 9.07
H: 12.76 11.70 9.05
H: 13.85 10.36 9.59
C: 17.22 15.47 7.25
S: 17.16 15.54 9.00
O: 16.87 16.92 9.54
C: 15.77 14.51 9.21
H: 18.09 16.00 6.91
H: 16.29 15.91 6.88
H: 17.16 14.41 6.99
H: 15.82 14.19 10.25
H: 15.90 13.60 8.60
H: 14.83 15.08 9.14

Output
frontier orbital gap	8.40	eV
LUMO energy	0.100	eV
2S+1	1
HOMO energy	-8.304	eV
total charge	0

The molecule's Löwdin atomic charges, reported in e, are given here: -0.30, 0.79, -0.56, -0.27, 0.08, 0.03, 0.03, 0.06, 0.06, 0.04, -0.31, 0.78, -0.53, -0.29, 0.08, 0.07, 0.03, 0.05, 0.06, 0.03, -0.30, 0.84, -0.58, -0.29, 0.03, 0.07, 0.07, 0.08, 0.07, 0.05, -0.25, 0.81, -0.57, -0.27, 0.02, 0.06, 0.08, 0.02, 0.06, 0.06, -0.32, 0.82, -0.55, -0.28, 0.01, 0.07, 0.08, 0.02, 0.07, 0.05, -0.29, 0.83, -0.55, -0.25, 0.05, 0.06, 0.07, 0.06, 0.05, 0.05, -0.27, 0.82, -0.55, -0.28, 0.04, 0.06, 0.06, 0.01, 0.04, 0.03, -0.28, 0.79, -0.54, -0.30, 0.05, 0.06, 0.06, 0.04, 0.04, 0.08


No. 6
Molecular formula: C4H30BO23
Method: DFT, ωB97M-V with the def2-TZVPD basis set

Element x y z (Å)
O: -3.53 1.01 1.82
C: -2.60 0.78 1.16
O: -1.57 0.20 1.55
B: -0.49 0.40 0.50
O: -1.27 1.14 -0.57
C: -2.45 1.33 -0.19
O: -3.14 2.21 -0.62
O: -0.17 -0.94 -0.13
C: 1.07 -0.84 -0.29
O: 1.70 -1.48 -1.21
C: 1.68 0.20 0.33
O: 0.79 0.89 0.93
O: 2.87 0.27 0.63
O: 2.17 -2.32 2.42
H: 2.02 -3.16 2.67
H: 2.59 -2.26 1.61
O: 0.40 0.48 -3.79
H: 0.04 -0.30 -3.40
H: 0.13 0.60 -4.63
O: -1.96 4.37 -1.75
H: -1.15 4.09 -2.16
H: -2.53 3.68 -1.30
O: -3.36 -1.76 -0.98
H: -2.78 -1.80 -1.80
H: -2.68 -2.13 -0.29
O: -1.92 -3.15 1.20
H: -1.04 -3.47 0.70
H: -1.87 -2.30 1.56
O: 3.00 -0.17 -3.50
H: 2.11 -0.10 -3.75
H: 3.39 0.58 -2.97
O: 4.31 -2.38 -2.54
H: 3.88 -1.51 -2.39
H: 5.21 -2.11 -2.91
O: -5.44 1.11 3.69
H: -5.88 1.68 3.03
H: -4.63 1.15 3.22
O: -4.56 1.98 -3.14
H: -5.15 1.82 -2.50
H: -3.71 2.34 -2.87
O: -0.37 0.80 4.04
H: -0.65 0.74 3.16
H: 0.45 0.51 4.16
O: 3.49 -3.46 0.17
H: 3.66 -4.32 0.50
H: 3.70 -3.36 -0.68
O: -0.92 -2.42 -2.57
H: -0.72 -3.43 -2.79
H: -0.15 -2.20 -2.08
O: 5.68 0.52 1.22
H: 5.77 -0.49 1.21
H: 4.84 0.84 0.84
O: 4.18 1.52 3.58
H: 4.34 0.96 2.71
H: 5.12 1.79 3.65
O: -4.20 4.38 1.91
H: -4.44 3.46 1.69
H: -3.23 4.10 1.94

Output
frontier orbital gap	9.82	eV
LUMO energy	1.354	eV
2S+1	1
HOMO energy	-8.469	eV
total charge	-1

The molecule's Löwdin atomic charges, reported in e, are given here: 0.20, -0.49, 0.25, -0.71, 0.28, -0.43, 0.13, 0.26, -0.43, 0.09, -0.41, 0.33, 0.16, 0.04, -0.03, -0.04, 0.03, 0.03, 0.00, -0.08, 0.02, 0.00, -0.11, 0.03, 0.03, -0.06, 0.14, -0.02, -0.07, -0.03, 0.09, -0.11, 0.00, 0.08, -0.07, 0.04, -0.05, -0.01, -0.04, 0.01, 0.04, -0.03, -0.03, 0.02, 0.03, -0.06, -0.07, 0.14, -0.03, -0.11, 0.09, 0.02, -0.13, 0.05, 0.02, -0.10, 0.02, 0.07


No. 7
Molecular formula: C26H36N4O4S
Method: DFT, ωB97M-V with the def2-TZVPD basis set

Element x y z (Å)
C: -1.52 -2.23 4.28
C: -1.18 -0.76 4.06
H: -1.62 -0.15 4.86
H: -0.10 -0.61 4.06
O: -1.77 -0.24 2.88
C: -1.20 -0.52 1.67
C: -0.04 -1.26 1.48
C: 0.46 -1.48 0.20
C: -0.20 -0.94 -0.91
C: -1.36 -0.21 -0.73
C: -1.87 0.00 0.55
N: -3.04 0.71 0.78
C: -3.93 1.24 -0.11
O: -3.79 1.20 -1.32
C: -5.11 1.86 0.57
C: -5.77 1.15 1.56
C: -6.89 1.67 2.18
C: -7.35 2.92 1.81
C: -6.70 3.64 0.82
C: -5.58 3.12 0.18
C: -4.88 3.92 -0.88
H: -3.87 4.18 -0.55
H: -4.79 3.33 -1.79
H: -5.42 4.83 -1.10
H: -7.07 4.61 0.54
H: -8.23 3.34 2.29
H: -7.40 1.11 2.95
H: -5.42 0.16 1.84
H: -3.25 0.81 1.77
H: -1.90 0.22 -1.56
O: 0.40 -1.18 -2.13
C: -0.29 -0.83 -3.32
C: -1.45 -1.77 -3.63
H: -1.88 -1.50 -4.59
H: -2.22 -1.70 -2.87
H: -1.09 -2.80 -3.68
H: 0.48 -0.91 -4.10
H: -0.63 0.21 -3.27
N: 1.61 -2.22 -0.07
C: 2.58 -2.72 0.71
N: 3.62 -3.34 0.07
H: 4.34 -3.64 0.72
C: 4.04 -3.21 -1.30
H: 4.62 -4.10 -1.54
C: 4.90 -1.96 -1.55
C: 4.13 -0.66 -1.35
N: 4.88 0.49 -1.83
C: 4.02 1.65 -2.02
C: 4.85 2.79 -2.61
O: 5.92 3.14 -1.77
C: 6.75 2.02 -1.55
C: 5.97 0.86 -0.94
H: 6.64 0.01 -0.82
H: 5.59 1.15 0.06
H: 7.54 2.35 -0.88
H: 7.19 1.69 -2.50
H: 4.24 3.69 -2.72
H: 5.23 2.48 -3.60
H: 3.22 1.39 -2.71
H: 3.57 1.98 -1.07
H: 3.21 -0.70 -1.94
H: 3.85 -0.54 -0.29
H: 5.27 -1.99 -2.58
H: 5.76 -1.99 -0.88
H: 3.17 -3.20 -1.96
S: 2.61 -2.73 2.36
H: 1.75 -2.30 -1.07
H: 0.50 -1.67 2.31
H: -1.10 -2.56 5.23
H: -1.10 -2.85 3.49
H: -2.60 -2.37 4.30

Output
frontier orbital gap	8.10	eV
structure (SMILES)	CCOc1cc(NC(=S)NCCCN2CCOCC2)c(OCC)cc1NC(=O)c1ccccc1C
LUMO energy	0.660	eV
2S+1	1
HOMO energy	-7.436	eV
total charge	0

The molecule's Löwdin atomic charges, reported in e, are given here: -0.06, -0.23, 0.12, 0.12, -0.06, -0.19, 0.02, -0.15, -0.19, 0.06, -0.13, 0.16, -0.41, 0.07, -0.10, -0.03, -0.08, -0.08, -0.04, -0.21, -0.04, 0.09, 0.08, 0.08, 0.11, 0.10, 0.10, 0.12, 0.14, 0.10, -0.08, -0.24, -0.06, 0.08, 0.07, 0.08, 0.12, 0.12, 0.09, -0.85, -0.03, 0.11, -0.19, 0.12, -0.15, -0.21, -0.17, -0.17, -0.20, -0.13, -0.20, -0.17, 0.12, 0.13, 0.13, 0.13, 0.12, 0.13, 0.12, 0.13, 0.11, 0.13, 0.12, 0.11, 0.12, 0.65, 0.11, 0.00, 0.08, 0.07, 0.08